15
Properties=species:S:1:pos:R:3:forces:R:3 method="wB97M-V/def2-TZVPD" e_above_lowest_ev=8.7838 homo_lumo_gap_ev="7.32 / 6.73" homo_ev="-14.0504 / -13.4262" charge=+1
C -0.20819 1.19693 0.15242 -0.1 -0.9 0.6
C -0.30718 1.84233 -1.02673 -1.1 3.3 -0.5
C -0.80263 -0.80015 1.08131 1.6 -3.8 2.0
C 0.21930 -1.43457 -0.13031 -3.4 1.0 0.6
N -1.06769 0.45556 0.86330 -1.9 5.3 -0.7
N 1.10996 0.68686 0.18952 2.7 -0.8 0.6
N 0.71356 -0.28350 -0.73930 1.2 -2.2 1.5
H -1.07287 2.47392 -1.45273 -0.9 -0.7 0.3
H 0.62751 2.05630 -1.52211 0.2 -0.2 0.1
H -1.74201 -1.29537 1.14876 -0.8 -1.0 0.0
H -0.35953 -1.00503 2.18934 -0.5 0.5 -2.3
H 0.85122 -1.83292 0.57317 2.2 -1.6 0.8
H -0.37108 -2.14040 -0.72217 0.6 0.3 -0.2
H 1.46201 0.23038 1.07124 -0.7 0.7 -1.1
H 0.94760 -0.15035 -1.67573 0.7 0.1 -1.6